1.
Here is C56H48As2CdClFI2NO4P2Te as an isolated structure in a non-equilibrium geometry from the OMol25 dataset. Energies are from wB97M-V/def2-TZVPD.

Calculated values
net charge = -1
HOMO-LUMO gap = 6.3250 eV
ΔE to the lowest compared entry with this formula, charge and spin = 29.0 kcal per mole
total energy = -9263.76112 hartree
strongest force on any atom = 2.07 eV Å⁻¹
highest occupied orbital energy = -0.1688 Eh

Cartesian coordinates (Å):
Cd -0.7684 0.7146 -1.2563
O -4.1614 0.9220 -3.8465
Cl -2.9598 0.8081 -3.0835
O -2.0789 -0.1955 -3.6498
O -3.2599 0.4121 -1.6918
O -2.2544 2.0820 -3.0007
Te -2.4939 -2.9623 -2.0580
C -2.4069 -4.9867 -1.4156
C -2.2506 -5.3362 -0.0788
C -2.1469 -6.6772 0.2645
N -2.1925 -7.6820 -0.6191
C -2.3644 -7.3402 -1.8981
C -2.4760 -6.0267 -2.3399
C -0.7421 -2.3680 -0.9484
P -1.1137 -1.2424 0.5287
C 0.2131 -1.7898 1.6838
C 0.8672 -0.8623 2.4891
C 1.8300 -1.2688 3.4072
C 2.1461 -2.6153 3.5303
C 1.4991 -3.5500 2.7295
C 0.5410 -3.1368 1.8132
C -2.5909 -1.9710 1.3770
C -2.5275 -2.6330 2.6079
C -3.6823 -3.0698 3.2489
C -4.9274 -2.8570 2.6741
C -5.0105 -2.1571 1.4779
C -3.8593 -1.6980 0.8522
P 0.5087 -1.6661 -2.0654
C 0.4689 -2.8286 -3.5063
C 0.3447 -2.3962 -4.8216
C 0.3200 -3.3079 -5.8726
C 0.4178 -4.6664 -5.6250
C 0.5172 -5.1133 -4.3125
C 0.5356 -4.2049 -3.2673
C 2.1548 -2.0697 -1.3127
C 3.2602 -1.2253 -1.3678
C 4.4833 -1.6142 -0.8338
C 4.6237 -2.8549 -0.2270
C 3.5241 -3.6971 -0.1470
C 2.3029 -3.3024 -0.6788
H -2.2291 -4.5760 0.6927
H -2.0261 -6.9655 1.3053
H -2.4016 -8.1620 -2.6091
H -2.5980 -5.8144 -3.3969
H 0.6415 0.1912 2.3769
H 2.3393 -0.5314 4.0172
H 2.8870 -2.9372 4.2542
H 1.7421 -4.6033 2.8134
H 0.0268 -3.8663 1.1993
H -1.5733 -2.8199 3.0774
H -3.6030 -3.5803 4.2028
H -5.8251 -3.2161 3.1653
H -5.9773 -1.9507 1.0295
H -3.9536 -1.0935 -0.0381
H 0.2298 -1.3466 -5.0479
H 0.2222 -2.9416 -6.8872
H 0.4112 -5.3751 -6.4457
H 0.5706 -6.1744 -4.0951
H 0.5674 -4.5769 -2.2541
H 3.1830 -0.2423 -1.8029
H 5.3255 -0.9303 -0.8822
H 5.5770 -3.1548 0.1961
H 3.6094 -4.6627 0.3388
H 1.4447 -3.9481 -0.5674
C 0.9463 4.2009 0.7755
C -0.1061 3.3500 1.4943
As -1.4726 2.6928 0.2682
C -2.3020 4.3912 -0.1797
C -3.0006 5.1220 0.7798
C -3.5637 6.3464 0.4480
C -3.4338 6.8460 -0.8447
C -2.7388 6.1219 -1.8014
C -2.1716 4.8954 -1.4704
C -2.8085 2.0086 1.4944
C -4.1480 2.0308 1.1084
C -5.1241 1.5145 1.9485
C -4.7682 0.9582 3.1729
C -3.4341 0.9127 3.5490
C -2.4563 1.4351 2.7094
As 2.2090 3.1029 -0.2674
C 3.5737 4.4706 -0.6009
C 3.6524 5.7197 0.0071
C 4.6614 6.6138 -0.3368
C 5.6009 6.2679 -1.2991
C 5.5286 5.0237 -1.9162
C 4.5189 4.1354 -1.5693
C 3.1162 2.2553 1.2573
C 3.4672 2.9338 2.4231
C 4.1609 2.2864 3.4391
C 4.5145 0.9466 3.2985
C 4.1600 0.2616 2.1444
C 3.4602 0.9138 1.1334
H 1.4736 4.8000 1.5147
H 0.4831 4.8945 0.0741
H -0.5998 3.9295 2.2686
H 0.3548 2.4779 1.9582
H -3.1103 4.7321 1.7834
H -4.1037 6.9118 1.1988
H -3.8735 7.8029 -1.1011
H -2.6364 6.5055 -2.8095
H -1.6434 4.3245 -2.2210
H -4.4275 2.4517 0.1511
H -6.1639 1.5378 1.6415
H -5.5296 0.5476 3.8266
H -3.1486 0.4620 4.4921
H -1.4160 1.3865 3.0088
H 2.9171 6.0192 0.7466
H 4.7097 7.5832 0.1455
H 6.3826 6.9684 -1.5741
H 6.2445 4.7514 -2.6839
H 4.4425 3.1830 -2.0810
H 3.2142 3.9804 2.5487
H 4.4249 2.8285 4.3403
H 5.0556 0.4403 4.0909
H 4.4168 -0.7858 2.0252
H 3.1443 0.3621 0.2555
I 1.0934 0.6005 -3.2822
I 2.3640 2.8765 -4.8196
F 1.0090 0.3824 -0.0658

***

2.
Here is C45H49Cl6N8O2V as an isolated structure in a non-equilibrium geometry from the OMol25 dataset. Energies are from wB97M-V/def2-TZVPD.

Calculated values
net charge = +1
2S+1 = 2
HOMO-LUMO gap (spin up / spin down) = 6.4177 / 6.5899 eV
ΔE to the lowest compared entry with this formula, charge and spin = 68.4 kcal per mole
total energy = -6037.54788 hartree
expectation value of S² = 0.80
strongest force on any atom = 7.09 eV Å⁻¹
highest occupied orbital energy (spin up / spin down) = -0.3960 / -0.3960 Eh

Cartesian coordinates (Å):
O 1.0017 3.1012 2.2995
V 1.9905 1.9133 2.7436
C 0.3992 1.3623 -0.6444
C 0.1294 0.3892 0.4896
C 0.3598 -1.0576 0.0482
O 0.8032 0.6258 1.6690
H 1.4390 1.3671 -0.9815
H 0.1967 2.3926 -0.3411
H -0.3276 1.1650 -1.4271
H -0.9561 0.4440 0.6676
H 0.0252 -1.3032 -0.9576
H 0.0138 -1.7625 0.8021
H 1.4515 -1.1933 0.0526
N -1.7318 2.9082 -6.0183
C -2.8091 2.1421 -6.2311
C -3.0106 0.9268 -5.6004
C -2.0323 0.4380 -4.7558
C -0.9178 1.2121 -4.5138
C -0.8189 2.4329 -5.1741
H -3.5904 2.6080 -6.8202
H -3.8677 0.3296 -5.8872
H -2.1482 -0.4264 -4.1109
H -0.1670 1.0071 -3.7641
H 0.0376 3.0817 -5.0450
N 1.7364 -4.6013 -3.3511
C 1.0378 -3.5053 -3.0852
C 1.0094 -2.4044 -3.9305
C 1.8693 -2.3962 -5.0236
C 2.6117 -3.5237 -5.2968
C 2.5234 -4.6061 -4.4227
H 0.3027 -3.5223 -2.2851
H 0.3762 -1.5464 -3.7447
H 1.8118 -1.4943 -5.6232
H 3.3196 -3.5958 -6.1126
H 3.0862 -5.5188 -4.5721
N -4.6731 -1.0261 -0.4162
C -3.5743 -0.2995 -0.5870
C -3.3940 0.6096 -1.6167
C -4.4174 0.8019 -2.5314
C -5.5583 0.0276 -2.3829
C -5.6219 -0.8822 -1.3374
H -2.7910 -0.4601 0.1489
H -2.4316 1.0983 -1.6747
H -4.2760 1.4749 -3.3645
H -6.3674 0.0308 -3.0999
H -6.4874 -1.5237 -1.2173
N 0.8628 1.4658 4.6176
C 0.0164 0.4297 4.6133
C -0.9937 0.2592 5.5344
C -1.0266 1.1068 6.6297
C -0.1434 2.1739 6.6736
C 0.7984 2.2919 5.6710
H 0.1053 -0.2261 3.7563
H -1.6958 -0.5477 5.3847
H -1.8389 1.0197 7.3402
H -0.1183 2.8880 7.4833
H 1.5389 3.0825 5.6972
N 2.2760 1.8750 -5.5784
C 2.5158 1.5407 -6.8417
C 3.5350 0.6737 -7.2036
C 4.2689 0.0562 -6.2096
C 3.9590 0.3135 -4.8873
C 2.9056 1.1859 -4.6382
H 1.8756 1.9842 -7.5950
H 3.7291 0.4735 -8.2487
H 5.0171 -0.6842 -6.4657
H 4.5329 -0.0829 -4.0617
H 2.7285 1.4662 -3.6035
N 3.3672 0.2074 3.4333
C 2.9892 -1.0709 3.5755
C 3.8004 -2.0194 4.1556
C 5.0660 -1.6396 4.5729
C 5.4557 -0.3114 4.4678
C 4.5722 0.5736 3.8837
H 2.0068 -1.2601 3.1612
H 3.5397 -3.0677 4.1874
H 5.7792 -2.3077 5.0386
H 6.3887 0.0448 4.8784
H 4.9289 1.5901 3.7365
N -1.7743 4.6709 1.4598
C -1.5479 5.1355 2.6911
C -1.7702 4.3865 3.8431
C -2.2094 3.0809 3.7109
C -2.4802 2.6250 2.4334
C -2.2799 3.4436 1.3359
H -1.1166 6.1283 2.7430
H -1.4893 4.8005 4.8040
H -2.4076 2.5126 4.6093
H -2.8411 1.6032 2.3858
H -2.5373 3.0397 0.3677
N 0.0357 -2.8492 4.1738
C 0.7799 -3.6579 3.4152
C 1.0268 -4.9717 3.7865
C 0.6587 -5.4116 5.0511
C 0.0336 -4.5084 5.8984
C -0.2818 -3.2504 5.4031
H 1.0580 -3.2877 2.4340
H 1.6244 -5.6414 3.1799
H 0.7810 -6.4496 5.3286
H -0.2875 -4.8172 6.8845
H -0.6087 -2.4779 6.0926
C -0.8518 5.4109 -1.6673
Cl -1.1993 6.7000 -2.8058
Cl 0.7990 4.8094 -1.7163
Cl -1.9844 4.0533 -1.9182
H -1.0683 5.8017 -0.6812
C -3.3173 -4.2030 0.5564
Cl -4.3307 -4.5832 -0.8189
Cl -1.6621 -3.7903 0.0862
Cl -3.2688 -5.6069 1.6639
H -3.7873 -3.4210 1.1378

***

3.
Here is C34H31N3O2SiTa as an isolated structure from the OMol25 dataset. Energies are from wB97M-V/def2-TZVPD.

Calculated values
net charge = +1
HOMO-LUMO gap = 6.4907 eV
ΔE to the lowest compared entry with this formula, charge and spin = 0.0 kcal per mole
total energy = -1975.30317 hartree
strongest force on any atom = 0.96 eV Å⁻¹
highest occupied orbital energy = -0.3591 Eh

Cartesian coordinates (Å):
Ta -0.0314 -0.5267 -1.1232
N -0.9380 2.5560 4.4725
C -0.8348 1.5651 3.9022
C -0.6917 0.3360 3.1729
C -0.7227 -0.9020 3.8097
C -0.5417 -2.0340 3.0382
C -0.3537 -1.9059 1.6752
N -0.3209 -0.7092 1.0571
C -0.4774 0.3946 1.8065
H -0.8784 -0.9638 4.8781
H -0.5486 -3.0202 3.4790
H -0.2140 -2.7719 1.0470
H -0.4234 1.3530 1.3077
C 2.6820 1.4569 4.0851
C 2.3626 1.9085 2.6866
C 1.9532 3.2185 2.4668
C 1.6608 3.6718 1.1903
C 1.7795 2.8054 0.1187
C 2.1598 1.4871 0.3342
N 2.1643 0.6010 -0.8246
C 3.4364 -0.1201 -1.0332
C 4.6583 0.4830 -0.8041
C 5.8207 -0.2513 -1.0038
C 5.7611 -1.5749 -1.4158
C 4.5339 -2.1839 -1.6407
C 3.3804 -1.4454 -1.4577
C 1.9696 -1.8744 -1.6056
O 1.3001 -1.3535 -2.5666
O 1.3350 -2.3659 -0.6352
C 2.4557 1.0100 1.6110
C 2.8501 -0.4197 1.8696
H 2.6282 2.2921 4.7798
H 3.6810 1.0221 4.1450
H 1.9803 0.6937 4.4327
H 1.8614 3.8901 3.3105
H 1.3519 4.6956 1.0294
H 1.5673 3.1494 -0.8880
H 2.0631 1.2095 -1.6370
H 4.7039 1.5089 -0.4604
H 6.7804 0.2164 -0.8311
H 6.6735 -2.1363 -1.5618
H 4.4769 -3.2157 -1.9596
H 3.9358 -0.5232 1.9445
H 2.5133 -1.0992 1.0899
H 2.4291 -0.7656 2.8138
C -1.1019 1.3213 -1.3337
H -1.1933 1.5807 -2.3983
H -0.8527 2.2246 -0.7775
C -1.6122 -3.9433 -1.8593
C -2.3501 -3.6855 -0.6576
C -2.6439 -2.4142 -0.2943
C -2.1939 -1.2986 -1.0915
C -1.5963 -1.5675 -2.3819
C -1.2832 -2.9384 -2.7063
Si -2.7322 0.4850 -0.8112
C -4.2391 1.0107 -1.7527
C -5.4005 1.3293 -1.0476
C -6.5568 1.7027 -1.7189
C -6.5643 1.7610 -3.1038
C -5.4159 1.4485 -3.8201
C -4.2627 1.0781 -3.1482
H -1.3758 -4.9654 -2.1241
H -2.6994 -4.5177 -0.0600
H -3.2414 -2.2259 0.5909
H -1.7283 -0.8798 -3.2187
H -0.8011 -3.1533 -3.6510
H -2.9700 0.6586 0.6398
H -5.4068 1.2883 0.0358
H -7.4499 1.9488 -1.1599
H -7.4649 2.0522 -3.6282
H -5.4214 1.4957 -4.9011
H -3.3751 0.8424 -3.7259

***

4.
Here is C16H19BCoN6Te as an isolated structure in a non-equilibrium geometry from the OMol25 dataset. Energies are from wB97M-V/def2-TZVPD.

Calculated values
net charge = 0
2S+1 = 4
HOMO-LUMO gap (spin up / spin down) = 7.9284 / 7.2722 eV
ΔE to the lowest compared entry with this formula, charge and spin = 0.0 kcal per mole
total energy = -2625.25721 hartree
expectation value of S² = 3.76
strongest force on any atom = 5.02 eV Å⁻¹
highest occupied orbital energy (spin up / spin down) = -0.2776 / -0.2800 Eh

Cartesian coordinates (Å):
H 0.7402 3.0535 0.1677
N 0.4841 1.5984 -1.3145
B -0.0254 0.2762 -3.4261
N 0.3452 1.6260 -2.7015
C 0.6800 2.8626 -3.1398
Co 1.0802 0.2588 -0.2844
H 0.7691 3.0495 -4.2085
C 0.9008 3.6887 -2.0232
H 1.2002 4.7223 -2.0085
C 0.6964 2.8814 -0.8977
H 0.0820 0.4630 -4.5922
C -0.7399 -1.4901 1.4210
H -0.7745 -1.8541 2.4165
H -0.0757 -2.0768 0.7711
H -1.6378 -1.1755 0.8715
N -1.5148 -0.1219 -3.0943
N 1.0050 -0.8178 -2.9966
N -1.8069 -0.2443 -1.7618
N 1.2498 -0.9574 -1.6359
C -2.6446 -0.2850 -3.8106
C 1.8667 -1.6086 -3.6805
H -2.5775 -0.1642 -4.8969
H 1.9204 -1.5050 -4.7659
C -3.6935 -0.5480 -2.9246
C 2.5722 -2.4042 -2.7613
C -3.0909 -0.5200 -1.6448
C 2.1007 -2.0177 -1.4942
H -4.7288 -0.7151 -3.1188
H 3.3436 -3.1318 -2.9758
H -3.4700 -0.6646 -0.6436
H 2.3016 -2.3659 -0.4926
H -0.1887 -0.6333 1.5307
Te 1.8596 0.9557 2.0709
C 0.7745 0.3260 3.8011
C -0.4902 0.8408 4.1707
C -0.9855 0.5788 5.4587
C -0.2454 -0.1924 6.3580
C 0.9753 -0.7618 5.9650
C 1.4773 -0.5331 4.6786
H -1.0914 1.4357 3.4770
H -1.9651 0.9689 5.7441
H -0.6282 -0.3828 7.3641
H 1.5391 -1.4012 6.6494
H 2.4107 -1.0137 4.3788

***

The highest strongest force on any atom belongs to which entry?
C45H49Cl6N8O2V

***

Number 4 is which compound?
C16H19BCoN6Te